The following is a quantum chemistry calculation of a 7-piece molecular cluster, C12H10Cl26NS overall at a distorted geometry, from the Open Molecules 2025 dataset.

The geometry in XYZ format:
```
50
Properties=species:S:1:pos:R:3
C -4.60 0.84 0.35
C -3.13 0.84 0.73
Cl -2.33 2.42 0.86
C -2.40 -0.25 1.00
Cl -3.34 -1.86 0.83
N -1.14 -0.28 1.38
C -0.17 -0.22 0.30
C 1.23 0.02 0.98
C 1.09 1.30 1.85
S 0.78 0.95 3.63
H -4.79 1.78 -0.20
H -5.20 0.84 1.27
H -4.89 -0.01 -0.27
H -0.31 0.63 -0.41
H -0.15 -1.14 -0.33
H 1.46 -0.82 1.65
H 2.03 0.11 0.23
H 0.28 1.90 1.42
H 2.00 1.92 1.85
H 0.43 -0.36 3.60
C -3.55 6.00 -0.90
Cl -2.63 6.02 -2.40
Cl -4.69 4.65 -0.93
Cl -2.45 5.83 0.47
Cl -4.45 7.52 -0.74
C -0.30 -2.68 -3.42
Cl -1.23 -2.66 -1.93
Cl -1.04 -3.80 -4.58
Cl -0.27 -1.05 -4.11
Cl 1.36 -3.20 -3.08
C 2.16 -4.05 0.93
Cl 3.26 -3.28 -0.23
Cl 0.63 -3.19 0.95
Cl 1.90 -5.74 0.46
Cl 2.89 -3.99 2.55
C 2.23 2.21 -2.95
Cl 3.56 3.05 -3.76
Cl 0.82 2.18 -4.02
Cl 2.71 0.55 -2.59
Cl 1.82 3.04 -1.45
C 1.77 -7.30 -4.07
Cl 3.06 -6.46 -4.94
Cl 0.33 -7.38 -5.10
Cl 2.30 -8.94 -3.67
Cl 1.39 -6.41 -2.59
C 2.31 4.09 6.28
Cl 2.30 4.25 4.52
Cl 1.41 5.43 7.00
Cl 1.56 2.56 6.74
Cl 3.99 4.12 6.86
```

Output
- Strongest force on any atom: 2.56 eV Å⁻¹
- Charge: -1
- HOMO-LUMO gap: 5.53 eV
- LUMO: 1.71 eV
- DFT total energy: -350512.9989 eV
- HOMO energy: -3.827 eV
- Energy relative to the best compared isomer or geometry (same formula, charge and spin): 48.1 kJ/mol
- Multiplicity: 1

The following is a quantum chemistry calculation of C12H10Cl4LaO2 as an isolated structure at a distorted geometry, from the Open Molecules 2025 dataset.

The geometry in XYZ format:
```
29
Properties=species:S:1:pos:R:3
C -2.78 -1.32 -0.66
C -1.92 -1.49 -1.79
C -1.49 -0.20 -2.23
H -1.70 -2.44 -2.28
C -2.05 0.77 -1.35
C -2.85 0.10 -0.38
H -3.43 0.56 0.42
H -3.30 -2.10 -0.11
H -0.90 0.00 -3.12
H -1.97 1.86 -1.47
La -0.59 -0.74 0.51
Cl 0.32 -3.03 1.12
C 2.92 -0.14 -0.34
C 2.44 1.09 -0.89
C 1.87 0.80 -2.16
H 2.45 2.06 -0.40
C 2.00 -0.61 -2.40
C 2.65 -1.18 -1.27
H 2.83 -2.25 -1.11
H 3.39 -0.26 0.65
H 1.38 1.52 -2.82
H 1.59 -1.15 -3.26
Cl -1.46 0.95 5.20
C -0.07 1.41 4.18
Cl 0.06 3.17 4.03
Cl 1.44 0.73 4.83
C -0.23 0.83 2.74
O -1.15 -0.08 2.58
O 0.57 1.13 1.80
```

Output
- Strongest force on any atom: 5.03 eV Å⁻¹
- Charge: -1
- HOMO-LUMO gap: 5.65 eV
- LUMO: 2.32 eV
- DFT total energy: -67654.5565 eV
- HOMO energy: -3.322 eV
- Multiplicity: 1

- LUMO of number 1 (C12H10Cl26NS)?
  1.71 eV

What did the first record say?
The following is a quantum chemistry calculation of a 7-piece molecular cluster, C12H10Cl26NS overall at a distorted geometry, from the Open Molecules 2025 dataset.

The geometry in XYZ format:
```
50
Properties=species:S:1:pos:R:3
C -4.60 0.84 0.35
C -3.13 0.84 0.73
Cl -2.33 2.42 0.86
C -2.40 -0.25 1.00
Cl -3.34 -1.86 0.83
N -1.14 -0.28 1.38
C -0.17 -0.22 0.30
C 1.23 0.02 0.98
C 1.09 1.30 1.85
S 0.78 0.95 3.63
H -4.79 1.78 -0.20
H -5.20 0.84 1.27
H -4.89 -0.01 -0.27
H -0.31 0.63 -0.41
H -0.15 -1.14 -0.33
H 1.46 -0.82 1.65
H 2.03 0.11 0.23
H 0.28 1.90 1.42
H 2.00 1.92 1.85
H 0.43 -0.36 3.60
C -3.55 6.00 -0.90
Cl -2.63 6.02 -2.40
Cl -4.69 4.65 -0.93
Cl -2.45 5.83 0.47
Cl -4.45 7.52 -0.74
C -0.30 -2.68 -3.42
Cl -1.23 -2.66 -1.93
Cl -1.04 -3.80 -4.58
Cl -0.27 -1.05 -4.11
Cl 1.36 -3.20 -3.08
C 2.16 -4.05 0.93
Cl 3.26 -3.28 -0.23
Cl 0.63 -3.19 0.95
Cl 1.90 -5.74 0.46
Cl 2.89 -3.99 2.55
C 2.23 2.21 -2.95
Cl 3.56 3.05 -3.76
Cl 0.82 2.18 -4.02
Cl 2.71 0.55 -2.59
Cl 1.82 3.04 -1.45
C 1.77 -7.30 -4.07
Cl 3.06 -6.46 -4.94
Cl 0.33 -7.38 -5.10
Cl 2.30 -8.94 -3.67
Cl 1.39 -6.41 -2.59
C 2.31 4.09 6.28
Cl 2.30 4.25 4.52
Cl 1.41 5.43 7.00
Cl 1.56 2.56 6.74
Cl 3.99 4.12 6.86
```

Output
- Strongest force on any atom: 2.56 eV Å⁻¹
- Charge: -1
- HOMO-LUMO gap: 5.53 eV
- LUMO: 1.71 eV
- DFT total energy: -350512.9989 eV
- HOMO energy: -3.827 eV
- Energy relative to the best compared isomer or geometry (same formula, charge and spin): 48.1 kJ/mol
- Multiplicity: 1